{
  "formula": "C47H35BrF4NO9P",
  "method": "ωB97M-V with the def2-TZVPD basis set",
  "smiles": "C[C@@H](Br)Cc1cc(O)c(CC(=O)F)c2c1C(=O)C([PH2]=N)=C(CCOCC(F)(F)F)C2=O.O=C1c2ccccc2C(=O)c2ccccc21.O=C1c2ccccc2C(=O)c2ccccc21",
  "relative_energy_kcal_mol": 57.6,
  "lumo_energy_ev": -1.27,
  "elements": ["C", "C", "Br", "C", "C", "C", "C", "O", "C", "C", "C", "O", "F", "C", "C", "C", "O", "C", "P", "N", "C", "C", "C", "O", "C", "C", "F", "F", "F", "C", "O", "H", "H", "H", "H", "H", "H", "H", "H", "H", "H", "H", "H", "H", "H", "H", "H", "H", "H", "H", "O", "C", "C", "C", "C", "C", "C", "C", "C", "O", "C", "C", "C", "C", "C", "C", "H", "H", "H", "H", "H", "H", "H", "H", "O", "C", "C", "C", "C", "C", "C", "C", "C", "O", "C", "C", "C", "C", "C", "C", "H", "H", "H", "H", "H", "H", "H", "H"],
  "positions_angstrom": [[-2.88678, -8.77928, 2.10872], [-4.07772, -7.99674, 2.80479], [-5.08024, -9.17001, 4.04199], [-3.58075, -6.63967, 3.49408], [-4.17941, -5.47500, 2.65665], [-5.65330, -5.34414, 2.61618], [-6.25745, -4.28900, 1.83730], [-7.65058, -4.24006, 1.84508], [-5.45113, -3.32343, 1.06253], [-6.18472, -2.22118, 0.25413], [-6.32395, -2.57823, -1.25085], [-6.29074, -3.65984, -1.72347], [-6.53341, -1.51305, -2.12896], [-4.01302, -3.43657, 1.08026], [-3.40902, -4.51008, 1.90332], [-1.85945, -4.54640, 1.91484], [-1.17620, -4.84223, 2.86262], [-1.18277, -4.11012, 0.56782], [0.39893, -5.02950, 0.17595], [0.10419, -6.59616, 0.32212], [-1.74473, -3.13958, -0.22214], [-1.03320, -2.78133, -1.56782], [-1.45260, -1.40465, -2.19678], [-2.79219, -1.34364, -2.69750], [-2.99729, -2.15276, -3.83967], [-2.49747, -1.53106, -5.19163], [-1.87682, -2.52804, -5.93331], [-3.55695, -1.12330, -5.98652], [-1.68764, -0.44615, -5.06632], [-3.06070, -2.48612, 0.28256], [-3.34683, -1.32573, 0.12293], [-2.39702, -8.05854, 1.40280], [-3.35641, -9.57781, 1.47639], [-2.18938, -9.23273, 2.85090], [-4.78912, -7.75174, 1.97026], [-2.46674, -6.66918, 3.49683], [-3.91520, -6.63382, 4.56121], [-6.23385, -6.10085, 3.19821], [-7.97664, -4.03779, 0.95142], [-5.69599, -1.21734, 0.36180], [-7.21832, -2.09878, 0.68345], [1.38300, -4.69609, 1.16578], [0.87858, -4.68879, -1.11654], [0.29194, -7.07128, -0.56511], [-1.09539, -3.64575, -2.29020], [0.06445, -2.69222, -1.33043], [-1.39698, -0.65080, -1.36400], [-0.65795, -1.11089, -2.92800], [-4.11317, -2.26885, -3.94512], [-2.61334, -3.20669, -3.73097], [0.81930, -0.00779, 0.02742], [1.64767, 0.58174, 0.69729], [1.29377, 1.10929, 2.03764], [0.00989, 0.90797, 2.53731], [-0.31897, 1.36323, 3.80546], [0.63283, 2.02013, 4.58046], [1.90805, 2.23795, 4.07944], [2.24085, 1.78904, 2.80508], [3.60203, 2.04275, 2.27141], [4.41061, 2.68256, 2.91746], [3.96166, 1.49713, 0.93933], [5.24648, 1.69607, 0.44069], [5.60345, 1.16292, -0.78851], [4.67883, 0.42810, -1.52529], [3.39351, 0.23941, -1.03861], [3.02857, 0.77726, 0.19255], [-0.73276, 0.39246, 1.93962], [-1.31746, 1.20184, 4.19467], [0.37805, 2.36427, 5.57598], [2.64402, 2.75418, 4.68408], [5.97147, 2.26324, 1.01216], [6.60509, 1.31568, -1.17295], [4.96183, 0.00403, -2.48169], [2.67702, -0.33063, -1.61799], [3.63915, 4.85097, -1.26537], [3.83723, 6.04658, -1.36104], [3.26551, 6.82111, -2.49088], [2.47722, 6.17359, -3.43809], [1.90664, 6.89626, -4.47535], [2.11965, 8.26888, -4.57048], [2.91856, 8.91496, -3.63860], [3.49882, 8.19301, -2.59986], [4.36672, 8.89131, -1.61817], [4.61370, 10.07524, -1.74401], [4.92128, 8.12032, -0.47751], [5.70722, 8.76827, 0.47132], [6.20268, 8.06383, 1.55895], [5.91478, 6.70912, 1.70384], [5.14395, 6.05653, 0.75323], [4.64896, 6.75820, -0.34323], [2.30444, 5.10655, -3.36475], [1.28955, 6.39130, -5.20939], [1.66298, 8.83427, -5.37439], [3.08587, 9.98233, -3.71937], [5.92974, 9.82326, 0.36527], [6.81107, 8.57106, 2.29869], [6.29443, 6.16205, 2.55901], [4.92550, 5.00112, 0.86957]],
  "forces_ev_per_a": [[-1.304, 0.215, -0.004], [0.965, 0.305, -1.120], [0.313, 0.374, -0.313], [-0.375, -0.819, -0.617], [-1.245, 1.722, -0.289], [1.914, 1.049, -0.843], [1.410, -0.669, 0.036], [1.079, 0.116, -0.420], [0.453, -0.708, 0.550], [-0.135, 0.494, 0.049], [-0.064, 0.434, -0.235], [0.068, 0.006, 0.265], [0.239, -0.650, 1.537], [-0.689, -1.747, 1.161], [-0.281, 0.191, -0.286], [-0.514, 0.481, -1.115], [-0.258, -0.025, -0.310], [-0.515, 1.133, 0.070], [-0.799, -2.381, 1.032], [0.209, 0.908, -0.769], [0.555, -1.159, 0.168], [0.042, 0.594, 0.351], [0.878, 0.149, 1.282], [0.835, -0.701, -0.743], [-1.104, -0.249, -0.051], [-0.611, -0.342, -0.928], [-0.240, 1.421, 0.849], [1.139, -0.369, 1.048], [-0.543, -1.387, -0.112], [-0.372, -1.133, 0.398], [0.361, -0.380, -0.100], [-0.052, -0.615, 0.781], [0.590, 0.505, 0.648], [-0.418, 0.512, -0.668], [0.457, -0.271, 1.078], [-0.939, 0.319, -0.062], [0.125, 0.314, -0.966], [0.235, 0.962, -0.737], [0.182, -0.084, 0.390], [-0.345, -1.063, -0.185], [0.861, -0.065, -0.567], [-0.521, 0.713, -0.644], [-0.060, 0.517, 0.581], [-0.183, 0.030, 0.399], [-0.225, 0.835, 0.719], [-1.094, 0.159, -0.300], [-0.165, -0.673, -0.940], [-0.903, -0.255, 0.184], [1.087, 0.250, 0.014], [0.024, 1.149, -0.204], [0.028, -0.079, -0.013], [-0.380, -0.233, -0.299], [-0.038, 0.078, 0.173], [-0.132, -0.012, 0.132], [0.083, 0.004, -0.038], [0.044, -0.026, -0.115], [-0.130, 0.035, 0.172], [-0.179, -0.069, 0.042], [0.439, 0.356, 0.335], [-0.092, -0.043, -0.093], [0.058, -0.064, -0.180], [0.111, -0.032, -0.133], [-0.104, -0.008, 0.050], [-0.063, 0.032, 0.091], [0.154, -0.032, -0.146], [0.187, 0.010, -0.053], [0.151, 0.016, -0.066], [0.056, 0.005, -0.030], [0.017, -0.011, -0.060], [0.048, -0.038, -0.171], [-0.159, -0.031, 0.082], [-0.061, 0.000, 0.023], [-0.025, 0.032, 0.050], [-0.063, 0.094, 0.137], [-0.009, 0.030, -0.023], [-0.084, -0.585, 0.071], [-0.057, 0.139, -0.141], [-0.125, -0.008, -0.163], [0.057, 0.034, 0.075], [0.065, -0.048, 0.090], [-0.120, 0.034, -0.185], [-0.126, -0.142, -0.094], [0.129, 0.644, -0.057], [-0.033, -0.139, 0.014], [0.056, -0.128, 0.128], [0.111, 0.013, 0.192], [-0.075, -0.039, -0.100], [-0.025, 0.041, -0.082], [0.096, -0.047, 0.155], [0.113, 0.135, 0.161], [0.088, 0.074, 0.138], [0.035, 0.023, 0.047], [0.035, -0.029, 0.043], [0.097, -0.087, 0.130], [-0.114, -0.072, -0.126], [-0.037, -0.023, -0.045], [-0.037, 0.010, -0.056], [-0.056, 0.074, -0.123]]
}